# 1
C19H19Cl2O2S5W | wB97M-V/def2-TZVPD

Values from the calculation:
* orbital gap (alpha / beta): 6.0 / 6.5 eV
* 2S+1: 3
* charge: +1
* ΔE to the lowest compared entry with this formula, charge and spin: 0.105 eV

Atoms and positions in Å:
W 0.396012 0.481432 0.076105
Cl 0.922274 -4.213335 -5.605103
Cl 2.400276 -3.866486 -0.447562
S 0.861375 2.419836 -1.248391
S -1.753549 1.680413 0.773537
S -0.169529 -0.930401 2.150554
S 1.274908 2.003766 1.932266
S 2.799601 0.241823 0.164921
O 0.735055 -1.471876 -0.447820
O -0.991978 0.175082 -1.497026
C 5.325705 3.213130 -0.832929
C 4.492383 4.154429 -1.426878
C 2.596066 2.727705 -1.029016
C 3.428982 1.788164 -0.427351
C 1.299529 -0.577671 3.144401
C 1.625901 0.900351 3.347932
C 0.027703 -1.580853 -2.719290
C 4.795675 2.035300 -0.333350
C 3.132184 3.912912 -1.523240
C 1.554808 -3.864351 -2.999743
C -1.466392 -0.024809 3.043918
C 0.762558 -2.048474 -1.608405
C -1.207781 3.194359 1.594433
C 0.059603 -2.253063 -3.966444
C 0.827621 -3.367766 -4.100234
C -2.447298 0.653694 2.099102
C -0.879248 -0.516002 -2.536767
C -0.092064 3.018039 2.605634
C 1.515746 -3.235404 -1.785526
H 2.095818 -1.077743 2.593634
H 2.478361 4.637821 -1.991632
H 5.440612 1.298314 0.128643
H 1.095759 1.313743 4.204452
H 2.151837 -4.758838 -3.117998
H 4.902391 5.075144 -1.819604
H 2.690745 0.994002 3.554041
H -0.521336 -1.874975 -4.797755
H -1.003833 0.680000 3.727773
H -3.035367 -0.092657 1.562536
H -1.582604 -0.281621 -3.339939
H -0.460478 2.576798 3.527841
H 1.200797 -1.075792 4.109776
H -2.081458 3.658912 2.053209
H 6.389475 3.395394 -0.759448
H -3.154651 1.267915 2.658683
H -2.011632 -0.752031 3.646128
H -0.891273 3.823634 0.762023
H 0.326310 3.993135 2.855011

Atoms 1-2, force components in eV/Å:
0.2 -0.1 0.0
0.0 0.0 0.0

Atom charges from the natural (NBO) analysis, given in e for atoms 1 to 2: atom 1 (W): 0.788, atom 2 (Cl): 0.045

***

# 2
C19H19ClHfN4O2 | wB97M-V/def2-TZVPD

Values from the calculation:
* orbital gap: 3.5 eV
* charge: +4

Atoms and positions in Å:
Hf -1.190217 0.223235 -0.444526
Cl 5.614980 -0.857697 -0.871996
O 0.127507 -2.218997 2.969391
O 1.372124 -3.368929 -0.605490
N 0.474603 0.092417 -1.799378
N 2.115268 -0.392002 0.839083
N -0.585999 1.171748 1.389202
N -2.046536 -1.718292 -0.078387
C -3.511175 -3.831295 0.141888
C 4.429276 -0.466151 0.294445
C 4.763564 -0.013126 1.572404
C -2.913081 1.679457 0.038300
C -1.506976 1.982448 -1.910850
C 2.069461 0.337004 -3.826504
C 0.664825 -2.470126 -0.526631
C -2.674819 -2.687444 0.035992
C -0.337841 2.778875 3.406452
C 2.406504 0.091063 2.039669
C -0.194936 -1.585254 2.071462
C -1.928497 2.403989 -0.650152
C 3.066982 -0.609073 -0.064150
C 1.215386 0.180571 -2.694994
C -0.442534 1.869624 2.311524
C -3.051235 0.121467 -1.808539
C 3.732900 0.284943 2.459964
C -3.473713 0.544009 -0.541001
C -2.068743 0.835210 -2.489990
H 0.527760 3.440398 3.265346
H -4.233214 -0.013529 0.008541
H -3.242755 1.993122 1.029857
H 2.830607 -0.454589 -3.855891
H -4.246848 -3.678792 0.940670
H -1.741537 0.491519 -3.472316
H -0.739223 2.552387 -2.436613
H -1.483919 3.297037 -0.208461
H 1.481140 0.295188 -4.753745
H -2.926874 -4.733865 0.356403
H 3.907048 0.655459 3.464909
H 5.804119 0.104162 1.828197
H 1.570389 0.353580 2.686668
H 2.573667 1.312463 -3.785191
H -1.240780 3.402799 3.467391
H -3.475872 -0.771067 -2.269194
H 2.785847 -0.883978 -1.076112
H -0.224601 2.234347 4.353867
H -4.052029 -3.974313 -0.801516

Atoms 1-2, force components in eV/Å:
8.0 -6.3 4.8
0.1 0.1 0.0

Atom charges from the natural (NBO) analysis, given in e for atoms 1 to 2: atom 1 (Hf): 2.160, atom 2 (Cl): 0.123

***

# 3
C19H19F2 | wB97M-V/def2-TZVPD

Values from the calculation:
* orbital gap: 5.9 eV
* charge: +1
* ΔE to the lowest compared entry with this formula, charge and spin: 1.144 eV

Atoms and positions in Å:
F 3.975093 1.544301 -1.976179
F 0.104838 4.714613 1.939406
C 0.536162 0.486039 -1.447229
C -2.181615 -2.188988 1.053309
C -2.098109 3.810340 1.778578
C 1.433456 -0.717071 -3.355020
C -0.422340 0.302741 -0.314223
C 0.361344 -0.366819 -2.539928
C 1.697589 1.239572 -1.368870
C -0.014777 -0.776409 0.715050
C -2.403711 1.869539 0.344906
C -2.946105 2.846970 1.183808
C -1.009671 1.716882 0.174411
C -0.748910 -2.144664 0.877289
C 0.114428 -3.354973 1.004117
C -0.222785 2.791468 0.594765
C 1.464016 -1.265861 0.860130
C 1.578827 -2.815204 1.084572
C -0.746617 3.753005 1.455392
C 2.686235 -0.084361 -3.158681
C 2.785044 0.887375 -2.165571
H -4.025576 2.937402 1.374885
H 1.833374 1.991011 -0.648435
H -2.591277 -3.206851 0.970461
H 3.572975 -0.307691 -3.781216
H 2.245661 -3.342557 0.363170
H -2.718719 -1.587946 0.307439
H -1.331737 -0.208226 -0.659482
H -0.002092 -4.060031 0.146393
H 1.972597 -3.022073 2.097548
H 1.970180 -0.741443 1.685781
H -0.163027 -3.999782 1.878308
H -3.091850 1.144389 -0.067776
H 0.801324 2.839543 0.351189
H -0.235468 -0.194073 1.678190
H 1.333284 -1.441015 -4.178281
H -0.576930 -0.871194 -2.688157
H 2.014678 -1.013872 -0.035356
H -2.456480 4.606351 2.440297
H -2.493328 -1.770456 2.024992

Atoms 1-2, force components in eV/Å:
-1.2 -0.6 -0.2
-0.8 -0.9 -0.4

Atom charges from the natural (NBO) analysis, given in e for atoms 1 to 2: atom 1 (F): -0.316, atom 2 (F): -0.317

***

# 4
C19H19F2N4O4PdS3 | wB97M-V/def2-TZVPD

Values from the calculation:
* orbital gap (alpha / beta): 5.4 / 5.2 eV
* charge: +1
* ΔE to the lowest compared entry with this formula, charge and spin: 3.897 eV

Atoms and positions in Å:
Pd 0.735475 0.062440 0.130617
S -1.894725 0.455440 0.098417
S 1.884075 2.147740 -0.458583
S -2.726625 2.659240 1.952517
F -0.367225 -3.073660 4.504317
F 0.997275 1.262440 5.587117
O 2.601375 3.314140 -0.830483
O 0.718575 1.854440 -1.386283
O 1.207875 2.237440 0.868017
O 2.650075 0.870840 -0.441983
N -0.249925 -0.200460 -2.919883
N -1.270825 3.021940 -0.126483
N 0.578175 -0.775560 -2.034483
N 0.086675 -2.250660 0.484117
C 0.314075 -0.120260 -4.138483
C -0.036425 -1.837760 4.104917
C 0.715475 0.708640 3.323917
C -2.360425 4.395740 1.490617
C -1.205825 4.326940 0.493817
C -1.085825 -4.153160 -0.350383
C -1.868825 2.080040 0.569717
C -0.458525 -2.445860 1.693717
C 1.566675 -0.702360 -4.027183
C -1.730325 -4.306360 0.868517
C 0.382975 -0.233860 2.370617
C -0.394825 0.506340 -5.274083
C -1.400425 -3.455560 1.905217
C 0.684275 0.349140 4.667717
C -0.199125 -3.100660 -0.496383
C 1.706675 -1.072760 -2.683983
C 2.825175 -1.761860 -1.992083
C -0.040225 -1.516460 2.741017
C 0.326375 -0.923760 5.075217
H 2.286375 -0.838060 -4.807183
H -3.269425 4.801540 1.046617
H -1.146125 0.166440 -2.629283
H 0.315275 -1.195360 6.118617
H -0.521125 2.737140 -0.798483
H 2.940275 -2.776460 -2.377083
H -1.408525 0.115240 -5.347683
H -1.273525 -4.821860 -1.175183
H -1.873725 -3.559760 2.866317
H 0.128975 0.327340 -6.208583
H 0.307275 -2.940760 -1.435083
H -0.463925 1.581440 -5.106183
H 1.006175 1.713340 3.045717
H -0.229225 4.424140 0.983817
H -2.467825 -5.080960 1.014317
H 2.634675 -1.795960 -0.911483
H -1.297125 5.093440 -0.278983
H 3.756875 -1.225660 -2.159683
H -2.116525 4.952840 2.390117

Atoms 1-2, force components in eV/Å:
-3.2 -1.6 3.2
1.4 -1.6 0.2

Atom charges from the natural (NBO) analysis, given in e for atoms 1 to 2: atom 1 (Pd): 1.096, atom 2 (S): 0.068

***

# 5
C19H19F3N2O3 | wB97M-V/def2-TZVPD

Values from the calculation:
* orbital gap: 9.3 eV
* SMILES: Cc1noc(C)c1C(=O)N1CCC[C@@H](C(=O)c2cccc(C(F)(F)F)c2)C1
* charge: 0
* ΔE to the lowest compared entry with this formula, charge and spin: 0.355 eV

Atoms and positions in Å:
F 5.418072 -1.790161 0.179806
F 4.506391 -0.160455 1.247761
F 5.892187 0.237483 -0.345738
O 0.525836 1.981561 -0.501601
O 0.317008 -1.162281 0.504308
O -0.885637 0.520983 4.236942
N -1.969129 -0.293286 4.263595
N -1.726267 -0.440005 -0.116047
C -3.190580 -1.778547 2.760638
C 2.652364 0.250426 -0.760371
C 0.438114 1.114349 -1.342303
C -2.109101 -0.810517 3.072409
C 1.611841 0.270698 -1.687897
C -0.887958 0.792037 -2.025740
C 0.883935 1.291886 2.752018
C -3.218008 1.242398 -1.104275
C -1.080686 -0.328852 2.209012
C -0.331403 0.491443 3.019202
C 2.836502 -1.292070 -3.052354
C -0.759225 -0.672909 0.809673
C 4.877429 -0.570899 0.029154
C -2.891147 0.392497 0.125831
C -1.348555 -0.584274 -1.500854
C -1.950164 1.856544 -1.692070
C 1.719142 -0.503082 -2.840624
C 3.857076 -1.331091 -2.119304
C 3.755850 -0.554010 -0.971414
H -2.916434 -2.384712 1.900990
H -3.905026 2.035438 -0.807231
H 2.567146 0.852248 0.130664
H 2.910511 -1.887780 -3.949239
H -0.537375 -1.312945 -1.551712
H 0.940961 -0.491868 -3.588209
H 1.033339 2.012417 3.551214
H -2.201438 2.432025 -2.583286
H -2.199645 -0.952207 -2.076747
H -3.363415 -2.418088 3.622030
H 4.721804 -1.958402 -2.272742
H 0.790530 1.805834 1.796907
H -3.726013 0.637526 -1.857585
H -4.118910 -1.250725 2.544859
H -1.523051 2.546100 -0.959404
H 1.750369 0.632758 2.698860
H -3.752651 -0.238726 0.374874
H -2.687669 1.045064 0.979320
H -0.726919 0.726179 -3.103318

Atoms 1-2, force components in eV/Å:
-0.1 -0.2 -0.1
-0.3 0.1 0.1

Atom charges from the natural (NBO) analysis, given in e for atoms 1 to 2: atom 1 (F): -0.323, atom 2 (F): -0.320

***

Number 1: calculated total energy -105149.443 eV. Number 2: calculated total energy -43851.147 eV. Number 3: calculated total energy -25436.713 eV. Number 4: calculated total energy -75572.478 eV. Number 5: calculated total energy -37286.813 eV.